1.
C3H7NOS2 | ωB97M-V/def2-TZVPD

```
14
Properties=species:S:1:pos:R:3:forces:R:3
N 0.00408 1.25883 -0.83858 -1.02 1.25 0.78
C -0.39972 0.43977 0.30643 -0.60 0.75 0.86
C 0.84229 -0.08215 1.05146 -0.45 0.08 0.16
S 2.06172 -0.94379 0.02065 0.11 0.26 -0.23
C -1.39239 -0.65308 -0.08113 -0.57 0.11 0.08
O -0.90241 -1.67831 -0.77658 -0.46 -0.01 0.05
S -2.99055 -0.54839 0.25712 0.60 -0.05 -0.10
H 0.20870 0.71032 -1.63162 0.41 -0.89 -1.00
H -0.77920 1.86356 -1.13389 0.56 -0.42 0.38
H -0.95612 1.11680 1.03738 0.75 -0.90 -0.99
H 1.32317 0.77937 1.50754 0.08 -0.06 0.08
H 0.53339 -0.77874 1.84567 0.19 0.18 -0.25
H 2.38432 0.14432 -0.72297 -0.08 -0.35 0.20
H 0.06272 -1.62850 -0.84149 0.47 0.06 -0.01
```
Forces are in eV/Å.

- total charge = 0
- Kohn-Sham gap (eV) = 9.16
- SMILES string = N[C@H](CS)C(O)=S


2.
C47H112N8O8 | ωB97M-V/def2-TZVPD

```
175
Properties=species:S:1:pos:R:3:forces:R:3
C -38.10677 11.84627 3.21803 0.72 0.49 -0.45
C -36.83307 12.71537 3.61760 -0.55 0.23 -1.26
C -36.30325 13.54088 2.39114 -0.61 -0.50 0.41
C -37.26807 13.77027 4.66235 -1.04 -0.86 0.70
C -37.33121 13.26328 6.09979 1.39 -0.27 -0.76
C -36.05312 12.50367 6.40628 0.56 0.34 1.01
C -35.55226 11.37653 5.44091 -0.53 1.98 1.56
C -34.07932 11.10687 5.82447 0.38 -0.18 -0.93
C -36.36993 10.16949 5.69678 -0.83 -2.05 -0.08
N -35.68564 11.92839 4.09786 -0.45 1.60 2.40
O -35.06853 11.10344 3.20777 0.41 -0.61 -1.53
H -38.71012 12.27877 2.41989 -0.04 0.89 0.23
H -37.85733 10.92255 2.69591 0.45 -0.42 0.73
H -38.76112 11.70868 4.07884 0.12 -0.38 -0.04
H -36.15765 12.90808 1.51567 0.27 0.01 0.07
H -37.00898 14.32114 2.10613 -0.26 -0.10 0.09
H -35.39364 14.06121 2.69107 0.18 -0.22 -0.12
H -36.69726 14.69885 4.66531 0.32 -0.21 -0.37
H -38.32173 14.03109 4.56305 0.01 0.35 -1.21
H -37.33284 14.19986 6.65739 -0.37 -0.40 0.70
H -38.19090 12.63223 6.32523 -0.23 0.25 -0.14
H -36.18464 12.14125 7.42582 0.28 -0.65 0.05
H -35.25739 13.23934 6.52335 0.24 0.13 -0.32
H -33.64081 10.24536 5.32087 -0.47 -0.45 -0.03
H -33.94071 10.93732 6.89225 -0.24 0.21 0.00
H -33.40130 11.88618 5.47653 -0.24 0.58 0.32
H -37.44274 10.35719 5.74078 -0.05 0.16 -0.35
H -36.16992 9.62750 6.62108 0.40 0.45 0.38
H -36.16343 9.39964 4.95328 -0.22 0.07 -0.40
H -34.23039 11.56782 3.14889 0.39 -0.44 -0.66
C -28.99631 5.66830 13.33390 -0.88 -0.31 0.89
C -29.34683 6.64518 14.47533 -1.04 0.45 0.45
C -28.34169 7.76975 14.54042 1.76 0.17 0.97
C -30.65631 7.42101 14.09781 -0.86 -0.76 -0.52
C -31.96779 6.62960 14.26000 1.88 -0.60 1.07
C -32.02699 6.11581 15.71153 0.53 -0.42 0.68
C -30.77640 5.25051 16.26425 -0.23 0.73 -0.73
C -30.88526 5.23673 17.85865 0.27 0.16 -1.17
C -30.82634 3.79576 15.69665 0.19 0.56 1.03
N -29.55507 6.01948 15.83844 -0.24 1.11 0.09
O -28.32845 5.52738 16.38835 -0.57 -0.54 -0.62
H -29.92055 5.09840 13.23858 0.09 -0.15 -0.79
H -28.75037 6.21388 12.42288 -0.06 -0.17 0.00
H -28.24091 4.91998 13.57371 0.28 0.37 0.17
H -28.21764 8.30447 13.59872 -0.42 -0.05 -0.06
H -28.51249 8.48283 15.34692 -0.70 0.16 -0.11
H -27.33044 7.45457 14.79755 0.19 -0.59 -0.24
H -30.76272 8.39239 14.58069 0.38 -0.10 0.34
H -30.65261 7.61133 13.02456 0.61 0.32 -0.14
H -32.78706 7.29072 13.97750 -0.22 -0.41 0.08
H -31.82454 5.79447 13.57434 -0.80 -0.16 -0.15
H -32.91795 5.52542 15.92541 -0.09 -0.16 -0.17
H -32.10269 6.97873 16.37314 0.08 0.19 0.03
H -31.72966 4.63844 18.20087 -0.28 0.13 -0.29
H -30.98710 6.26151 18.21582 -0.16 0.02 -0.05
H -30.03417 4.81792 18.39563 0.32 -0.09 -0.53
H -30.55110 3.73139 14.64394 -0.09 -0.01 0.16
H -31.80564 3.35186 15.87561 -0.19 0.13 -0.22
H -30.15216 3.19830 16.31033 0.33 -0.12 -0.31
H -27.97117 6.27638 16.87097 -0.09 0.12 0.15
C -25.75440 -6.22790 5.99398 0.31 1.24 0.06
C -25.70368 -6.51028 4.46254 0.54 0.32 0.49
C -24.85518 -5.43021 3.73801 0.11 0.56 0.55
C -24.95868 -7.84528 4.26014 -0.34 -0.63 0.41
C -25.80703 -9.08816 4.54112 -0.97 0.27 -1.11
C -27.16117 -8.98304 3.74648 0.63 -0.70 0.24
C -27.92559 -7.68723 3.90585 -1.31 1.47 -0.46
C -28.99185 -7.59678 2.74247 1.34 0.22 0.52
C -28.73434 -7.73227 5.21383 0.79 -0.26 0.56
N -27.00277 -6.47431 3.83087 -0.38 -3.82 -1.15
O -27.64101 -5.28050 3.85120 -0.51 1.24 -0.39
H -26.34433 -6.78743 6.71993 -0.26 -0.68 -0.73
H -24.74833 -6.23673 6.41332 0.15 0.16 -0.14
H -26.12882 -5.20942 6.09699 0.09 0.26 0.17
H -25.24959 -4.41427 3.71819 -0.51 -0.09 0.64
H -23.89796 -5.34677 4.25265 0.28 -0.15 -0.28
H -24.74202 -5.60088 2.66743 0.20 -0.74 0.13
H -24.46475 -7.89842 3.28994 -0.36 0.00 -0.23
H -24.15765 -7.93261 4.99419 0.26 0.59 -0.03
H -25.22984 -9.96642 4.25194 -0.17 -0.11 -0.31
H -25.95085 -9.24023 5.61083 -0.35 0.35 0.10
H -27.87368 -9.76461 4.01022 0.09 -0.20 0.48
H -27.05524 -9.19225 2.68200 0.73 0.30 -0.16
H -28.45354 -7.56233 1.79531 -0.09 0.13 -0.10
H -29.58684 -6.69089 2.85844 -0.06 -0.12 -0.07
H -29.62348 -8.48512 2.74026 -0.06 0.04 0.17
H -29.27715 -6.81741 5.45154 0.19 0.16 -0.01
H -28.00815 -7.98124 5.98763 -0.20 0.33 0.45
H -29.46533 -8.53866 5.27276 -0.06 -0.06 -0.50
H -28.07096 -5.13052 4.69634 -0.10 -0.08 0.69
C -31.88024 3.23576 7.97489 1.30 0.53 1.19
O -31.06586 2.20315 8.52090 -1.09 -0.33 -0.39
C -31.29616 1.04783 7.78538 1.15 -3.14 0.55
C -30.64319 -0.19457 8.52552 -0.20 1.57 0.96
C -29.18255 0.05549 8.75097 0.73 -0.15 -0.17
N -30.83140 -1.43951 7.85482 -0.46 -1.34 -1.23
H -32.94544 3.05217 8.11545 -0.04 -0.15 -0.26
H -31.57185 3.41590 6.94506 -0.40 0.08 -0.20
H -31.56907 4.07116 8.60207 -0.43 0.46 -0.34
H -32.32684 0.72582 7.63662 -0.60 0.72 0.15
H -30.84055 1.09433 6.79626 0.14 0.18 -0.30
H -31.03489 -0.28038 9.53908 -0.69 0.53 0.22
H -28.72708 -0.81947 9.21476 0.07 -0.08 0.06
H -29.01441 0.90049 9.41865 -0.04 0.07 -0.20
H -28.68615 0.20378 7.79197 0.18 0.16 -0.01
H -31.79029 -1.67962 7.64749 -0.50 0.76 -0.39
H -30.64279 -2.23013 8.45436 0.86 0.11 0.35
C -35.57708 -5.16138 5.07859 0.34 -1.76 0.34
O -35.65646 -3.79085 5.18956 -0.17 1.11 -0.59
C -36.29765 -3.16422 4.07080 0.36 -0.15 -1.06
C -35.67753 -3.53150 2.64417 -0.93 -0.99 0.93
C -34.41760 -2.80584 2.28875 0.27 -0.06 0.25
N -36.67249 -3.36893 1.60742 -1.20 1.14 -0.60
H -35.22346 -5.64760 5.98779 -0.04 0.66 0.54
H -34.83887 -5.52168 4.36212 -0.11 0.20 -0.50
H -36.53792 -5.64339 4.89817 -0.29 0.09 -0.40
H -37.36094 -3.39679 4.01234 -0.21 -0.63 0.18
H -36.31923 -2.09424 4.27760 0.56 0.07 -0.15
H -35.53609 -4.61207 2.62305 0.84 -0.10 0.79
H -34.66021 -1.79907 1.94867 0.11 0.07 0.05
H -33.88273 -3.34135 1.50438 0.03 0.12 -0.13
H -33.76396 -2.76887 3.16023 0.08 0.16 -0.03
H -36.32433 -3.52052 0.67152 0.42 0.13 0.05
H -37.44899 -4.00911 1.69297 -0.05 -0.06 0.32
C -31.45582 -7.06551 13.35416 -1.03 -0.60 0.46
O -32.70293 -6.97838 12.61694 0.91 0.33 0.08
C -33.60289 -8.09014 12.48933 0.42 0.45 1.23
C -35.00032 -7.61050 12.81697 -0.49 2.17 0.19
C -35.26285 -7.06381 14.22591 0.83 0.41 0.43
N -35.95950 -8.60651 12.54038 -0.54 -2.08 -0.86
H -30.75587 -7.82774 13.01185 -0.18 -0.13 -0.42
H -31.65298 -7.27076 14.40634 -0.25 -0.32 0.17
H -30.91810 -6.11880 13.40617 -0.47 0.23 -0.75
H -33.58128 -8.47879 11.47119 0.10 -0.13 0.05
H -33.41500 -8.86901 13.22835 0.66 -0.37 -0.04
H -35.15961 -6.80290 12.10247 -0.18 0.36 0.01
H -34.79243 -6.10101 14.42548 0.17 0.02 -0.09
H -34.92801 -7.74614 15.00721 0.23 -0.26 -0.01
H -36.32529 -6.93148 14.43040 -0.12 0.04 -0.41
H -35.67853 -9.45480 13.01108 -0.11 -0.40 0.02
H -36.88348 -8.39960 12.89187 0.05 0.28 -0.05
C -25.31899 3.12896 5.26493 -1.10 -0.50 -1.54
O -25.55777 3.16377 3.81325 -0.19 0.49 1.03
C -26.87900 2.74596 3.44455 1.01 -0.74 -0.94
C -27.00546 2.71832 1.91044 -0.56 -1.58 -0.39
C -28.48297 2.33151 1.47678 0.95 1.09 0.44
N -26.06041 1.73798 1.25929 -0.41 1.26 0.72
H -24.29714 3.38574 5.54418 -0.10 0.27 -0.59
H -25.49000 2.10165 5.58664 -0.11 -0.08 0.28
H -26.04965 3.79238 5.72764 0.15 0.05 0.33
H -27.02117 1.72484 3.79840 -0.17 -0.27 0.23
H -27.72378 3.34004 3.79313 0.26 0.50 0.55
H -26.77893 3.71959 1.54401 0.10 -0.06 -0.14
H -29.15309 3.15224 1.73259 -0.23 -0.03 0.01
H -28.86486 1.42014 1.93686 0.25 -0.07 0.12
H -28.50309 2.20986 0.39378 -0.02 -0.01 0.02
H -26.14988 1.91500 0.26896 0.20 -0.09 -0.25
H -26.43206 0.80905 1.39731 -0.04 -0.24 0.13
C -38.14296 1.99524 9.17884 -0.98 -0.62 -0.13
O -37.21489 1.96046 10.18762 2.05 -0.13 1.32
C -36.98771 0.64818 10.75951 0.33 1.59 0.95
C -35.98659 0.85560 11.95031 0.92 -0.74 -0.95
C -35.49767 -0.39445 12.59802 -0.03 -2.08 -0.13
N -36.45948 1.67205 13.02426 -1.16 0.92 -0.07
H -37.84210 1.32027 8.37759 -0.25 -0.09 -0.33
H -38.30075 2.99671 8.77850 0.37 0.06 0.20
H -39.07321 1.67163 9.64576 -0.63 -0.20 -0.58
H -37.95503 0.29187 11.11370 -0.09 -0.28 0.27
H -36.60437 -0.05568 10.02079 0.21 0.03 -0.12
H -35.08288 1.36344 11.61338 0.05 -0.08 -1.20
H -34.85270 -0.99593 11.95744 -0.06 -0.05 -0.26
H -36.33532 -1.02516 12.89574 -0.18 -0.11 -0.04
H -34.92799 -0.27830 13.52001 0.01 0.67 -0.05
H -35.58783 1.94547 13.45504 -0.19 0.38 0.65
H -36.78384 2.48750 12.52434 -0.36 0.72 0.45
```
Forces are in eV/Å.

- total charge = 0
- Kohn-Sham gap (eV) = 8.28
- SMILES string = CC1(C)CCCC(C)(C)N1O.CC1(C)CCCC(C)(C)N1O.CC1(C)CCCC(C)(C)N1O.COC[C@H](C)N.COC[C@H](C)N.COC[C@H](C)N.COC[C@H](C)N.COC[C@H](C)N


3.
C7H14NOSi | ωB97M-V/def2-TZVPD

```
24
Properties=species:S:1:pos:R:3:forces:R:3
C 2.62332 -0.64862 2.56814 3.48 -1.46 0.27
C 0.65878 -1.14685 -0.12478 0.35 0.52 -2.32
C 2.49987 -1.55107 1.68949 -1.15 1.70 0.70
C 1.54013 -2.05570 0.72700 -1.09 -0.65 -0.68
C -1.70117 2.32252 0.57521 0.19 1.95 -2.35
C -2.46625 -0.40925 -1.04914 3.04 -1.14 0.05
C 0.03292 1.37659 -2.11869 -0.03 -0.12 -0.83
N 0.13652 -0.03270 0.41110 0.40 -0.80 0.03
O 0.49098 -1.51668 -1.29060 0.15 0.18 2.02
Si -1.02859 0.87585 -0.58631 -1.43 1.19 -1.01
H 3.33852 -0.18489 3.28612 -1.61 0.56 -0.26
H 0.38514 0.12746 1.36269 -0.27 0.44 0.53
H 3.40130 -2.20535 1.66774 0.28 0.48 0.75
H 0.73845 -2.54755 1.32924 0.94 -0.84 -0.55
H 2.15392 -2.59089 0.00629 -0.88 -0.89 0.07
H -1.54253 2.04997 1.57255 -0.06 -0.60 1.71
H -1.33594 3.46300 0.54247 -0.32 -2.70 -0.48
H -2.79341 2.41329 0.37679 0.63 -0.25 0.30
H -2.92521 -0.92665 -0.15497 0.56 0.54 -1.09
H -3.18698 0.13538 -1.59752 -1.02 0.49 -0.53
H -1.94490 -1.17290 -1.80880 -1.32 1.50 1.86
H -0.54095 1.57484 -3.10776 0.82 -0.03 1.86
H 0.81419 2.16481 -1.92626 -1.16 -0.37 -0.11
H 0.65189 0.48538 -2.35000 -0.48 0.32 0.07
```
Forces are in eV/Å.

- total charge = +1
- Kohn-Sham gap (alpha / beta) (eV) = 4.72 / 4.71


4.
C3H7NO2 | ωB97M-V/def2-TZVPD

```
13
Properties=species:S:1:pos:R:3:forces:R:3
O 1.35611 0.91544 0.75516 -0.24 -0.05 0.18
C 0.87737 0.98594 -0.56706 -0.05 0.03 -0.44
C 0.19127 -0.30515 -0.99466 0.18 -0.01 -0.07
N -1.01869 -0.49423 -0.19278 -0.20 -0.04 -0.24
C -1.33207 -1.19729 2.43746 1.34 0.66 0.70
O -0.37725 -0.69449 2.80563 -1.37 -0.74 -0.33
H 0.62827 0.57730 1.29763 0.17 0.08 -0.08
H 1.74458 1.17510 -1.20841 -0.12 -0.01 0.08
H 0.17415 1.82923 -0.70273 0.15 -0.14 0.08
H 0.87428 -1.13435 -0.78090 -0.08 0.08 -0.04
H 0.00889 -0.29685 -2.08161 0.02 0.05 0.17
H -1.77557 0.09209 -0.53498 0.12 -0.06 0.05
H -1.35133 -1.45274 -0.23276 0.06 0.14 -0.06
```
Forces are in eV/Å.

- total charge = 0
- Kohn-Sham gap (eV) = 10.71


5.
C4H10O | ωB97M-V/def2-TZVPD

```
15
Properties=species:S:1:pos:R:3:forces:R:3
C -1.03069 -0.37157 -1.02055 0.10 0.07 -0.02
C 0.08662 0.23099 -0.60525 -0.15 -0.08 -0.06
C 0.06439 1.53630 0.14358 -0.04 0.04 0.01
C 1.45107 -0.36084 -0.83832 0.03 -0.05 -0.01
H -1.00171 -1.31764 -1.55684 0.02 0.14 0.07
H -2.01035 0.07189 -0.85276 0.16 -0.05 -0.01
H 0.50945 1.40920 1.13779 -0.04 0.02 -0.14
H -0.95244 1.91912 0.27031 0.14 -0.08 -0.04
H 0.65542 2.29425 -0.38549 -0.06 -0.12 0.08
H 2.05085 0.29846 -1.47828 -0.09 -0.07 0.10
H 1.99104 -0.46590 0.11032 -0.07 0.03 -0.11
H 1.39560 -1.34497 -1.31250 -0.02 0.16 0.05
O -0.76333 -1.48943 2.04006 -0.12 0.03 -0.03
H -0.71624 -1.26246 1.09952 0.01 0.01 0.08
H -1.66984 -1.27110 2.28440 0.11 -0.05 0.03
```
Forces are in eV/Å.

- total charge = 0
- Kohn-Sham gap (eV) = 10.60
- SMILES string = C=C(C)C.O


Let's list DFT total energy in order: -1044.8673; -2897.5202; -694.2101; -323.7213; -233.6244 a.u..
Let's list energy relative to the best compared isomer or geometry (same formula, charge and spin) in order: 0.954; 4.919; 4.052; 1.625; 0.558 eV.